Computed, not measured: a molecular structure, C2H9N5O, with wB97M-V/def2-TZVPD.

Each line ends with the Mulliken charge.
Atoms and positions in Å:
1 C -1.010 0.105 0.063  0.747
2 N 0.349 -0.487 -0.050  -0.404
3 C 1.419 0.279 0.025  0.114
4 N -1.914 -1.023 0.026  -0.651
5 N -1.235 0.795 1.318  -0.728
6 N -1.270 1.066 -1.013  -0.719
7 N 2.468 -0.887 -0.089  -0.406
8 O 1.698 1.450 0.153  -0.608
9 H 1.336 -1.438 -0.125  0.512
10 H -1.697 -1.624 -0.760  0.221
11 H -2.860 -0.673 -0.073  0.309
12 H -0.588 1.568 1.429  0.282
13 H -1.097 0.139 2.078  0.271
14 H -0.682 1.888 -0.904  0.279
15 H -1.022 0.640 -1.900  0.252
16 H 3.054 -0.823 -0.917  0.261
17 H 3.052 -0.975 0.739  0.266

Force components x, y, z for each atom (eV/Å):
C 0.13 0.04 -0.04
N -0.14 0.12 0.02
C 0.04 -0.13 0.01
N 0.09 0.11 0.01
N 0.02 -0.07 -0.15
N 0.03 -0.15 0.14
N -0.15 0.24 0.02
O -0.01 -0.32 -0.04
H 0.07 0.16 0.01
H 0.00 0.05 0.02
H 0.05 0.00 -0.01
H 0.01 -0.04 -0.03
H 0.01 0.01 -0.04
H 0.00 -0.06 0.03
H 0.00 0.01 0.04
H -0.07 0.01 0.08
H -0.07 0.02 -0.07

Output
HOMO level, eV: -8.954
Charge: 0
Energy relative to the best compared isomer or geometry (same formula, charge and spin), kcal/mol: 52.1
Orbital gap, eV: 9.47
Maximum force, eV/A: 0.33
Total energy, Ha: -430.6009
LUMO, eV: 0.52